Record 1
Molecular formula: C16H19HfN5O2Se4
Method: DFT, wB97M-V/def2-TZVPD

Results
Charge   +2
HOMO-LUMO gap   6.790 eV
E_LUMO   -7.436 eV
2S+1   1

Last column: Mulliken charge in e.
Positions of all 47 atoms, in Å:
Hf1 0.018 -1.994 1.200  0.11
Se1 -1.562 -3.304 2.777  -0.24
Se2 -0.066 -1.981 3.995  -0.08
Se3 1.920 -3.224 3.945  0.06
Se4 2.467 -2.578 1.766  -0.16
O1 4.271 4.279 0.486  -0.52
N1 3.088 4.094 0.623  0.95
O2 2.275 4.890 1.047  -0.57
C1 2.597 2.716 0.369  0.04
C2 3.220 2.029 -0.604  -0.94
C3 2.758 0.728 -0.974  0.87
C4 3.343 -0.016 -2.017  -0.65
C5 2.847 -1.260 -2.316  -1.16
C6 1.779 -1.753 -1.567  -0.32
N2 1.192 -1.070 -0.589  0.35
C7 1.679 0.165 -0.291  -0.23
C8 1.061 0.888 0.792  0.62
N3 0.082 0.240 1.480  0.81
C9 -0.566 0.909 2.430  -0.34
C10 -0.240 2.211 2.789  -1.23
C11 0.807 2.842 2.163  -0.67
C12 1.488 2.184 1.118  0.68
H1 4.063 2.472 -1.118  0.59
H2 4.180 0.397 -2.566  0.52
H3 3.271 -1.867 -3.103  0.47
H4 1.407 -2.754 -1.761  0.58
H5 -1.373 0.390 2.933  0.82
H6 -0.798 2.700 3.574  0.49
H7 1.099 3.839 2.455  0.62
C13 -3.729 -1.456 -1.692  -1.71
C14 -2.650 -0.644 -0.984  1.05
C15 -3.267 0.429 -0.096  -1.62
C16 -1.679 -0.031 -1.981  -1.49
N4 -1.905 -1.549 -0.030  0.13
N5 -1.203 -2.684 -0.591  -0.42
H8 -4.302 -0.814 -2.359  0.45
H9 -4.429 -1.897 -0.979  0.41
H10 -3.301 -2.250 -2.308  0.39
H11 -3.931 1.051 -0.696  0.46
H12 -2.503 1.074 0.339  0.31
H13 -3.869 -0.007 0.705  0.44
H14 -2.210 0.709 -2.579  0.51
H15 -1.277 -0.762 -2.689  0.38
H16 -0.857 0.480 -1.479  0.25
H17 -2.593 -1.941 0.612  0.44
H18 -0.813 -2.381 -1.479  0.25
H19 -1.790 -3.501 -0.745  0.32

Record 2
Molecular formula: FH4N2PS
Method: DFT, wB97M-V/def2-TZVPD

Results
Charge   0
HOMO-LUMO gap (alpha / beta)   6.168 / 6.124 eV
E_LUMO (alpha / beta)   0.992 / -3.091 eV
2S+1   3
ΔE to the lowest compared entry with this formula, charge and spin   0.000 eV

Last column: Mulliken charge in e.
Positions of all 9 atoms, in Å:
N1 -0.348 -1.655 -0.227  -0.58
N2 0.533 1.363 -0.530  -0.50
F1 1.468 -0.351 1.016  -0.24
P1 0.040 0.220 0.565  0.53
S1 -1.263 0.892 1.844  -0.35
H1 -0.926 -1.972 0.493  0.32
H2 -0.819 -1.790 -1.118  0.31
H3 1.246 1.033 -1.121  0.25
H4 0.069 2.260 -0.922  0.26

Record 3
Molecular formula: C4H5N3
Method: DFT, wB97M-V/def2-TZVPD

Results
Charge   0
HOMO-LUMO gap   10.880 eV
E_LUMO   0.094 eV
2S+1   1
ΔE to the lowest compared entry with this formula, charge and spin   3.968 eV

Last column: Mulliken charge in e.
Positions of all 12 atoms, in Å:
N1 -1.839 2.228 -0.207  -0.38
C1 -1.684 1.121 0.003  0.43
C2 -1.310 -0.231 0.257  -0.68
N2 -0.174 -0.535 -0.608  -0.47
C3 1.183 -0.497 0.051  -0.27
C4 1.819 0.908 0.241  0.14
N3 2.502 1.882 -0.201  -0.42
H1 -1.340 -0.533 1.244  0.41
H2 -1.883 -0.900 -0.263  0.35
H3 -0.144 -1.580 -0.932  0.28
H4 1.763 -1.073 -0.669  0.36
H5 1.107 -0.789 1.084  0.25

Record 4
Molecular formula: CHN4O2S
Method: DFT, wB97M-V/def2-TZVPD

Results
Charge   -1
HOMO-LUMO gap   8.662 eV
E_LUMO   3.874 eV
2S+1   1
ΔE to the lowest compared entry with this formula, charge and spin   1.173 eV

Last column: Mulliken charge in e.
Positions of all 9 atoms, in Å:
C1 -2.198 0.643 -0.472  0.17
N1 -3.067 0.952 -1.101  -0.43
N2 2.189 -2.719 0.305  -0.60
N3 1.543 -1.793 0.452  0.74
N4 0.827 -0.928 0.777  -0.50
O1 0.970 0.906 -1.203  -0.53
O2 -0.015 1.565 0.898  -0.65
S1 1.127 0.848 0.225  0.55
H1 -1.376 0.527 0.117  0.24

Record 5
Molecular formula: C23H55ClNO6S5
Method: DFT, wB97M-V/def2-TZVPD

Results
Charge   0
HOMO-LUMO gap (alpha / beta)   8.129 / 9.085 eV
E_LUMO (alpha / beta)   0.515 / 0.515 eV
2S+1   2

Last column: Mulliken charge in e.
Positions of all 91 atoms, in Å:
C1 -1.831 3.144 -2.026  -0.87
C2 -2.596 2.021 -1.314  -1.15
C3 -2.124 0.598 -1.705  0.48
C4 -3.380 -0.225 -2.024  -2.00
C5 -1.200 -0.062 -0.651  2.17
Cl1 -0.153 1.242 0.115  -0.25
C6 -1.963 -0.710 0.519  -2.62
C7 -2.197 -2.234 0.415  2.43
C8 -1.297 -2.969 1.413  -2.38
C9 -3.659 -2.529 0.844  -1.82
N1 -2.044 -2.752 -0.962  0.78
O1 -2.421 -3.967 -1.116  -0.69
C10 -0.780 -2.430 -1.659  2.05
C11 -1.059 -2.395 -3.183  -1.91
C12 0.290 -3.525 -1.438  -1.82
C13 -0.202 -1.062 -1.233  -2.37
H1 -1.676 2.823 -3.053  0.39
H2 -0.893 3.385 -1.539  0.00
H3 -2.490 4.005 -2.095  0.31
H4 -3.626 2.116 -1.646  0.55
H5 -2.613 2.156 -0.236  0.45
H6 -1.546 0.692 -2.622  0.41
H7 -3.181 -1.181 -2.485  0.36
H8 -3.995 -0.336 -1.138  0.33
H9 -3.976 0.348 -2.729  0.61
H10 -1.377 -0.554 1.416  0.72
H11 -2.888 -0.162 0.642  0.44
H12 -0.255 -2.773 1.173  0.33
H13 -1.494 -4.031 1.299  0.42
H14 -1.548 -2.656 2.418  0.70
H15 -4.320 -2.589 -0.013  0.42
H16 -4.025 -1.727 1.479  0.39
H17 -3.701 -3.431 1.443  0.39
H18 -0.113 -2.471 -3.695  0.56
H19 -1.464 -1.424 -3.447  0.35
H20 -1.734 -3.194 -3.470  0.32
H21 1.256 -3.090 -1.196  0.36
H22 0.428 -4.103 -2.345  0.48
H23 0.010 -4.232 -0.665  0.33
H24 0.522 -1.251 -0.443  0.65
H25 0.371 -0.617 -2.041  -0.28
C14 1.305 -0.616 4.572  -0.84
S1 0.836 -2.350 4.641  0.58
O2 -0.652 -2.399 4.587  -0.64
C15 1.302 -2.605 6.355  -1.07
H26 1.056 -0.240 3.581  0.21
H27 0.751 -0.058 5.327  0.30
H28 2.378 -0.526 4.738  0.37
H29 0.747 -1.912 6.989  0.37
H30 2.376 -2.457 6.467  0.38
H31 1.054 -3.629 6.621  0.33
C16 3.709 -1.417 -4.184  -1.14
S2 2.500 -0.229 -3.585  0.78
O3 1.258 -0.433 -4.378  -0.63
C17 3.314 1.226 -4.252  -1.10
H32 3.368 -2.411 -3.903  0.33
H33 3.786 -1.347 -5.269  0.34
H34 4.673 -1.215 -3.718  0.39
H35 3.416 1.122 -5.333  0.45
H36 4.288 1.343 -3.779  0.42
H37 2.692 2.087 -4.019  0.16
C18 -5.015 6.410 -5.242  -0.97
S3 -3.914 6.452 -3.821  0.51
O4 -4.129 5.188 -3.069  -0.57
C19 -4.798 7.745 -2.937  -0.96
H38 -4.666 5.626 -5.910  0.32
H39 -6.029 6.187 -4.911  0.30
H40 -4.981 7.371 -5.754  0.37
H41 -5.828 7.431 -2.765  0.30
H42 -4.771 8.666 -3.520  0.37
H43 -4.297 7.900 -1.985  0.31
C20 3.913 -4.653 9.551  -0.93
S4 4.689 -5.204 8.025  0.45
O5 4.009 -4.492 6.911  -0.54
C21 4.018 -6.871 8.066  -0.92
H44 4.169 -3.605 9.696  0.31
H45 2.831 -4.761 9.471  0.29
H46 4.296 -5.241 10.385  0.38
H47 2.929 -6.826 8.088  0.29
H48 4.398 -7.392 8.945  0.37
H49 4.347 -7.385 7.166  0.31
C22 4.749 5.105 -2.442  -0.89
S5 3.953 4.418 -0.982  0.45
O6 4.083 2.941 -1.062  -0.56
C23 2.272 4.818 -1.481  -0.80
H50 5.818 4.921 -2.358  0.33
H51 4.360 4.616 -3.336  0.23
H52 4.565 6.179 -2.483  0.36
H53 2.052 4.348 -2.439  0.19
H54 2.162 5.900 -1.551  0.44
H55 1.597 4.429 -0.720  0.23

Record 6
Molecular formula: C8H14O2Si
Method: DFT, wB97M-V/def2-TZVPD

Results
Charge   0
HOMO-LUMO gap   7.970 eV
E_LUMO   -1.280 eV
2S+1   1
ΔE to the lowest compared entry with this formula, charge and spin   7.609 eV

Last column: Mulliken charge in e.
Positions of all 25 atoms, in Å:
C1 -0.445 -0.007 -3.165  0.00
C2 -0.724 0.856 -4.070  -0.64
C3 -0.073 -0.770 -2.156  1.09
C4 2.421 -1.861 -0.630  -1.07
C5 -1.973 2.175 0.036  -1.18
C6 0.664 1.909 1.677  -1.09
C7 -1.458 -0.338 1.844  -1.05
C8 1.001 -2.316 -0.651  0.22
O1 0.197 -1.907 -1.775  -0.33
O2 0.282 0.317 -0.544  -0.50
Si1 -0.682 0.932 0.622  0.47
H1 2.852 -2.312 0.198  0.40
H2 3.096 -2.154 -1.532  0.30
H3 2.471 -0.809 -0.704  0.29
H4 -1.596 3.045 -0.512  0.35
H5 -2.851 2.024 -0.579  0.38
H6 -2.303 2.677 0.936  0.33
H7 0.198 2.134 2.574  0.41
H8 1.485 1.166 1.986  0.24
H9 0.990 2.806 1.137  0.27
H10 -2.529 -0.253 1.651  0.32
H11 -1.103 -1.296 1.385  0.16
H12 -1.332 -0.466 2.907  0.40
H13 0.427 -2.132 0.269  -0.07
H14 0.984 -3.420 -0.905  0.29